# 1
Computed, not measured: a gas-phase ion, C4H12NOS (charge +1) in a non-equilibrium geometry, with the ωB97M-V functional and the def2-TZVPD basis.

Structure (XYZ):
```
19
Properties=species:S:1:pos:R:3:lowdin_charge:R:1
N -1.0173 -0.3219 -1.7078 0.234
C -0.1350 0.0834 -0.4642 -0.286
C -0.0643 1.5616 -0.4461 -0.236
O 0.3668 2.0281 -1.7079 -0.024
C -0.6435 -0.6415 0.7823 -0.212
C 0.4569 -0.9027 1.7816 -0.525
S 1.7736 -2.0968 1.2367 0.703
H -0.5521 -0.5442 -2.5925 0.172
H -1.5360 0.5421 -1.8927 0.170
H -1.2699 -1.2656 -1.4046 0.160
H 0.8139 -0.3691 -0.7956 0.135
H 0.5881 1.9038 0.3854 0.155
H -1.0262 2.0187 -0.1404 0.145
H 0.9233 2.7976 -1.5638 0.112
H -1.4377 -0.0268 1.2108 0.134
H -0.9975 -1.6458 0.4735 0.125
H 1.0161 -0.0999 2.2541 0.075
H -0.0158 -1.4832 2.5913 0.076
H 2.7568 -1.5378 1.9999 -0.114
```

The LUMO energy comes out at -3.353 eV. The calculation puts the molar mass at 122.21 g/mol. The charge is +1. For the energy relative to the best compared isomer or geometry (same formula, charge and spin), the calculation gives 27.6 kcal/mol. The SMILES is [NH3+][C@@H](CO)CCS. The total energy comes out at -687.50156 a.u. The value obtained for the highest occupied orbital energy is -12.6 eV.

# 2
Computed, not measured: a single C4H9N3S molecule in a non-equilibrium geometry, with the ωB97M-V functional and the def2-TZVPD basis.

Structure (XYZ):
```
17
Properties=species:S:1:pos:R:3:lowdin_charge:R:1
C -0.2531 -2.4212 1.2689 -0.419
S 0.6320 -0.8252 1.3504 0.776
C -0.4561 0.3274 0.2363 -0.394
C -1.2790 -0.2976 -0.8882 -0.206
N -0.7000 0.1984 -2.1476 -0.006
N 0.2201 0.9457 -1.9087 -0.044
N 0.6160 1.0760 -0.6829 -0.234
C 1.4117 2.1063 -0.1888 -0.120
H 0.2013 -2.9637 0.4262 0.034
H -1.3105 -2.1792 1.1335 0.029
H 0.0281 -2.6724 2.3201 0.026
H -0.8401 1.0222 0.8899 0.052
H -1.0465 -1.3931 -0.8592 0.090
H -2.3810 -0.2191 -0.7221 0.123
H 0.8976 2.9335 0.2641 0.061
H 2.2771 1.7890 0.5853 0.121
H 1.9823 2.5728 -1.0774 0.111
```

The LUMO energy comes out at 0.813 eV. The calculation puts the molar mass at 131.20 g/mol. The charge is 0. For the energy relative to the best compared isomer or geometry (same formula, charge and spin), the calculation gives 77.8 kcal/mol. The SMILES is CS[C@@H]1CN=NN1C. The total energy comes out at -720.14930 a.u. The value obtained for the highest occupied orbital energy is -8.7 eV.

# 3
Computed, not measured: a single C18H18N2O6S molecule in a non-equilibrium geometry, with the ωB97M-V functional and the def2-TZVPD basis.

Structure (XYZ):
```
45
Properties=species:S:1:pos:R:3:lowdin_charge:R:1
C 2.6830 2.8357 -3.7223 -0.012
C 3.3929 1.5496 -3.5232 -0.301
N 4.6306 1.4858 -3.1138 0.102
O 4.9692 0.1735 -3.0354 0.018
C 3.9255 -0.5842 -3.3955 -0.252
C 4.0651 -2.0584 -3.3743 0.013
C 2.8787 0.2367 -3.7323 -0.106
C 1.5008 -0.1319 -4.1603 -0.084
O 0.5452 0.1193 -3.1189 0.012
C 0.4653 -0.7883 -2.1445 -0.430
O 1.1230 -1.8001 -2.1113 0.118
C -0.5355 -0.4187 -1.1074 -0.105
C -1.2685 0.7643 -1.1860 0.010
C -2.1865 1.0653 -0.1962 -0.041
C -2.3681 0.1837 0.8532 -0.260
S -3.5352 0.6247 2.1467 0.651
O -4.5295 1.4907 1.5890 -0.285
O -3.9386 -0.5564 2.8386 -0.250
N -2.6470 1.5889 3.1808 -0.117
C -1.4442 1.0505 3.7925 -0.147
C -1.7865 -0.1498 4.6090 -0.306
C -2.4834 -0.2802 5.7730 -0.018
C -2.5312 -1.6671 6.0509 -0.052
C -1.8590 -2.2724 5.0375 -0.112
O -1.4011 -1.3626 4.1609 0.017
C -1.6542 -0.9960 0.9420 -0.035
C -0.7310 -1.2974 -0.0435 0.020
H 3.3259 3.6563 -3.4194 0.083
H 1.7672 2.8500 -3.1339 0.081
H 2.4163 2.9563 -4.7716 0.087
H 4.9902 -2.3267 -2.8724 0.090
H 4.0842 -2.4529 -4.3895 0.093
H 3.2174 -2.4941 -2.8485 0.071
H 1.1688 0.4907 -4.9941 0.137
H 1.4626 -1.1906 -4.4339 0.135
H -1.1171 1.4325 -2.0187 0.119
H -2.7846 1.9625 -0.2301 0.115
H -2.5451 2.5135 2.7936 0.109
H -1.0246 1.8298 4.4352 0.134
H -0.6933 0.7642 3.0404 0.126
H -2.9141 0.5111 6.3504 0.115
H -3.0030 -2.1405 6.8870 0.102
H -1.6398 -3.3018 4.8342 0.121
H -1.8378 -1.6574 1.7731 0.107
H -0.1529 -2.2083 -0.0107 0.125
```

The LUMO energy comes out at -0.235 eV. The calculation puts the molar mass at 390.42 g/mol. The charge is 0. For the energy relative to the best compared isomer or geometry (same formula, charge and spin), the calculation gives 63.0 kcal/mol. The SMILES is Cc1noc(C)c1COC(=O)c1ccc(S(=O)(=O)NCc2ccco2)cc1. The total energy comes out at -1655.80562 a.u. The value obtained for the highest occupied orbital energy is -8.7 eV.